{"formula": "C12H32O4", "method": "ωB97M-V/def2-TZVPD", "gap_ha": 0.401, "smiles": "CC(C)O.CC(C)O.CC(C)O.CC(C)O", "spin_multiplicity": 1, "relative_energy_kcal_mol": 10.3, "homo_energy_ev": -10.1, "species": ["C", "C", "C", "O", "H", "H", "H", "H", "H", "H", "H", "H", "C", "C", "C", "O", "H", "H", "H", "H", "H", "H", "H", "H", "C", "C", "C", "O", "H", "H", "H", "H", "H", "H", "H", "H", "C", "C", "C", "O", "H", "H", "H", "H", "H", "H", "H", "H"], "positions_angstrom": [[23.165, -5.230, -23.100], [22.368, -4.757, -21.879], [23.249, -4.569, -20.666], [21.704, -3.555, -22.220], [22.555, -5.355, -23.995], [23.588, -6.206, -22.856], [23.936, -4.496, -23.334], [21.596, -5.517, -21.687], [23.903, -3.690, -20.702], [23.963, -5.372, -20.453], [22.695, -4.435, -19.734], [21.429, -3.036, -21.450], [18.563, 0.342, -23.097], [19.868, -0.361, -22.713], [20.472, 0.322, -21.484], [19.571, -1.750, -22.454], [17.883, 0.476, -22.256], [18.015, -0.207, -23.866], [18.759, 1.325, -23.533], [20.535, -0.318, -23.577], [21.317, -0.276, -21.137], [19.811, 0.652, -20.690], [20.924, 1.237, -21.894], [20.329, -2.230, -22.822], [20.037, -7.122, -12.226], [20.896, -6.834, -13.475], [20.190, -5.874, -14.432], [22.135, -6.255, -13.071], [19.073, -6.605, -12.282], [20.470, -6.650, -11.340], [19.874, -8.175, -12.013], [21.146, -7.764, -13.978], [20.915, -5.416, -15.103], [19.651, -5.107, -13.874], [19.475, -6.398, -15.071], [22.033, -5.532, -12.451], [19.894, -3.670, -17.540], [19.463, -3.556, -19.003], [18.100, -2.825, -19.041], [20.411, -2.769, -19.714], [19.878, -2.686, -17.074], [20.811, -4.252, -17.464], [19.123, -4.218, -16.988], [19.377, -4.574, -19.403], [17.783, -2.660, -20.077], [18.222, -1.861, -18.551], [17.308, -3.444, -18.617], [19.921, -2.372, -20.458]], "lowdin_charge": [-0.05, -0.48, -0.06, -0.08, 0.08, 0.08, 0.08, 0.14, 0.09, 0.08, 0.06, 0.05, -0.06, -0.45, -0.05, -0.08, 0.08, 0.08, 0.08, 0.14, 0.08, 0.08, 0.08, 0.06, -0.05, -0.47, -0.07, -0.07, 0.07, 0.07, 0.07, 0.13, 0.07, 0.08, 0.08, 0.08, -0.06, -0.47, -0.05, -0.08, 0.08, 0.07, 0.07, 0.14, 0.08, 0.08, 0.08, 0.05]}

---

{"formula": "C12H32O4", "method": "ωB97M-V/def2-TZVPD", "gap_ha": 0.387, "smiles": "CC(C)O.CC(C)O.CC(C)O.CC(C)O", "spin_multiplicity": 1, "relative_energy_kcal_mol": 203.4, "homo_energy_ev": -9.9, "species": ["C", "C", "C", "O", "H", "H", "H", "H", "H", "H", "H", "H", "C", "C", "C", "O", "H", "H", "H", "H", "H", "H", "H", "H", "C", "C", "C", "O", "H", "H", "H", "H", "H", "H", "H", "H", "C", "C", "C", "O", "H", "H", "H", "H", "H", "H", "H", "H"], "positions_angstrom": [[13.762, -21.436, -10.952], [14.579, -22.121, -12.111], [13.744, -23.043, -12.882], [15.017, -20.937, -12.962], [13.998, -20.489, -10.457], [13.635, -22.064, -10.216], [12.753, -21.319, -11.273], [15.509, -22.687, -11.561], [12.822, -22.803, -13.065], [13.670, -23.930, -12.042], [14.158, -23.394, -13.863], [15.824, -20.404, -12.454], [8.322, -21.743, -18.092], [9.036, -20.745, -17.418], [8.375, -19.453, -17.724], [9.236, -20.921, -16.069], [8.458, -22.679, -17.702], [8.492, -21.923, -19.225], [7.356, -21.620, -17.969], [9.917, -20.723, -18.046], [8.410, -19.111, -18.748], [9.078, -18.742, -17.135], [7.389, -19.415, -17.142], [9.380, -21.832, -15.840], [9.319, -25.763, -15.272], [8.762, -24.353, -14.734], [9.936, -23.494, -14.331], [7.900, -23.855, -15.683], [8.308, -26.454, -15.135], [10.019, -26.293, -14.593], [9.674, -25.581, -16.462], [8.174, -24.371, -13.900], [10.747, -24.112, -13.628], [9.786, -22.525, -13.760], [10.329, -22.927, -15.267], [7.218, -24.411, -15.849], [8.564, -17.294, -12.829], [9.136, -18.584, -13.539], [9.902, -19.515, -12.651], [8.013, -19.243, -14.139], [8.304, -17.627, -11.855], [7.596, -16.511, -12.948], [9.340, -16.625, -12.447], [9.855, -18.132, -14.363], [10.235, -20.263, -13.225], [9.615, -19.857, -11.780], [11.023, -19.058, -12.390], [8.174, -19.680, -14.810]], "lowdin_charge": [-0.06, -0.44, -0.08, -0.16, 0.09, 0.00, 0.06, 0.17, -0.02, 0.15, 0.11, 0.16, -0.09, -0.60, -0.05, 0.00, 0.04, 0.15, 0.04, 0.14, 0.08, 0.11, 0.12, 0.03, -0.05, -0.53, -0.07, -0.01, 0.11, 0.05, 0.15, 0.10, 0.14, 0.08, 0.10, 0.05, -0.08, -0.43, -0.05, 0.02, 0.03, 0.14, 0.05, 0.16, 0.00, 0.02, 0.16, -0.11]}

---

{"formula": "C12H32O4", "method": "ωB97M-V/def2-TZVPD", "gap_ha": 0.393, "smiles": "CC(C)O.CC(C)O.CC(C)O.CC(C)O", "spin_multiplicity": 1, "relative_energy_kcal_mol": 41.9, "homo_energy_ev": -10.1, "species": ["C", "C", "C", "O", "H", "H", "H", "H", "H", "H", "H", "H", "C", "C", "C", "O", "H", "H", "H", "H", "H", "H", "H", "H", "C", "C", "C", "O", "H", "H", "H", "H", "H", "H", "H", "H", "C", "C", "C", "O", "H", "H", "H", "H", "H", "H", "H", "H"], "positions_angstrom": [[-5.103, -4.667, -3.468], [-5.449, -3.287, -3.930], [-5.589, -2.296, -2.780], [-4.540, -2.824, -4.937], [-5.360, -4.787, -2.416], [-4.037, -4.881, -3.539], [-5.593, -5.481, -4.002], [-6.383, -3.387, -4.484], [-6.476, -2.435, -2.162], [-5.751, -1.259, -3.075], [-4.720, -2.295, -2.122], [-5.085, -2.213, -5.437], [3.008, 7.393, 1.259], [3.686, 6.146, 0.750], [3.504, 5.698, -0.655], [5.084, 6.330, 1.055], [1.919, 7.398, 1.303], [3.201, 8.274, 0.647], [3.281, 7.663, 2.279], [3.372, 5.399, 1.479], [3.465, 4.612, -0.743], [4.240, 6.127, -1.335], [2.621, 6.100, -1.152], [5.476, 6.718, 0.269], [-2.052, 1.061, 2.226], [-1.310, 1.719, 1.007], [-0.489, 0.680, 0.204], [-2.252, 2.324, 0.156], [-1.316, 0.580, 2.871], [-2.585, 0.164, 1.911], [-2.713, 1.627, 2.881], [-0.600, 2.492, 1.302], [-1.047, -0.256, 0.207], [0.514, 0.545, 0.610], [-0.366, 0.958, -0.843], [-2.652, 2.994, 0.715], [2.645, -4.750, 0.781], [3.556, -4.535, 1.935], [3.071, -3.497, 2.930], [3.605, -5.816, 2.594], [1.621, -4.980, 1.073], [2.802, -5.621, 0.144], [2.663, -3.748, 0.353], [4.584, -4.309, 1.652], [3.664, -3.613, 3.837], [2.028, -3.644, 3.212], [3.349, -2.524, 2.524], [4.508, -5.894, 2.911]], "lowdin_charge": [-0.06, -0.50, -0.06, -0.05, 0.08, 0.08, 0.08, 0.13, 0.08, 0.07, 0.08, 0.08, -0.08, -0.49, -0.05, -0.06, 0.07, 0.08, 0.08, 0.13, 0.08, 0.08, 0.08, 0.07, -0.05, -0.48, -0.05, -0.05, 0.07, 0.07, 0.07, 0.12, 0.07, 0.07, 0.08, 0.08, -0.07, -0.51, -0.06, -0.07, 0.08, 0.08, 0.08, 0.14, 0.08, 0.09, 0.08, 0.08]}

---

{"formula": "C12H33AgBrN3O3", "method": "ωB97M-V/def2-TZVPD", "gap_ha": [0.271, 0.269], "spin_multiplicity": 2, "relative_energy_kcal_mol": 0.0, "homo_energy_ev": [-11.4, -11.4], "charge": 1, "species": ["Ag", "Br", "C", "C", "C", "O", "C", "N", "H", "H", "H", "H", "H", "H", "H", "H", "H", "H", "H", "C", "C", "C", "O", "C", "N", "H", "H", "H", "H", "H", "H", "H", "H", "H", "H", "H", "C", "C", "C", "O", "C", "N", "H", "H", "H", "H", "H", "H", "H", "H", "H", "H", "H"], "positions_angstrom": [[1.029, 3.592, -2.445], [-0.329, 2.076, -1.065], [0.640, -1.695, -5.875], [0.117, -0.951, -4.621], [0.679, -1.540, -3.330], [0.384, -2.930, -3.227], [0.955, -3.537, -2.076], [0.479, 0.485, -4.721], [-0.135, -1.551, -6.623], [0.662, -2.788, -5.694], [1.566, -1.264, -6.202], [-0.998, -0.971, -4.536], [0.119, -1.014, -2.545], [1.732, -1.208, -3.247], [0.468, -4.538, -2.021], [0.742, -2.937, -1.153], [2.034, -3.694, -2.238], [0.510, 0.725, -5.663], [-0.239, 1.021, -4.268], [-2.772, 3.448, 3.717], [-2.026, 2.246, 3.219], [-2.836, 1.169, 2.554], [-3.761, 0.701, 3.555], [-4.745, -0.208, 3.058], [-0.988, 2.678, 2.113], [-2.118, 4.087, 4.320], [-3.600, 3.109, 4.372], [-3.191, 4.071, 2.893], [-1.271, 1.926, 3.948], [-2.080, 0.402, 2.315], [-3.291, 1.584, 1.603], [-5.211, -0.761, 3.896], [-4.318, -0.851, 2.257], [-5.494, 0.423, 2.581], [-0.533, 3.431, 2.609], [-1.406, 3.008, 1.243], [0.564, -1.873, 1.789], [1.635, -0.734, 1.926], [2.745, -0.777, 0.870], [3.429, 0.470, 0.939], [4.700, 0.452, 0.284], [0.957, 0.575, 1.980], [-0.089, -1.996, 0.919], [-0.164, -1.871, 2.593], [1.036, -2.844, 1.979], [2.203, -0.869, 2.897], [2.344, -0.892, -0.124], [3.396, -1.660, 1.072], [5.312, -0.181, 0.917], [5.155, 1.436, 0.194], [4.723, -0.005, -0.732], [-0.342, 1.721, 2.025], [1.620, 1.303, 1.768]], "lowdin_charge": [0.46, -0.19, -0.04, -0.42, -0.23, -0.20, -0.10, 0.03, 0.07, 0.09, 0.07, 0.15, 0.10, 0.13, 0.10, 0.07, 0.09, 0.03, 0.03, -0.04, -0.33, -0.19, -0.19, -0.08, 0.12, 0.09, 0.10, 0.11, 0.16, 0.12, 0.16, 0.10, 0.10, 0.09, 0.13, 0.05, -0.06, -0.36, -0.20, -0.22, -0.08, 0.15, 0.07, 0.06, 0.08, 0.17, 0.11, 0.14, 0.09, 0.09, 0.10, 0.10, 0.04]}

---

{"formula": "C12H33BO9Si2", "method": "ωB97M-V/def2-TZVPD", "gap_ha": 0.356, "spin_multiplicity": 1, "relative_energy_kcal_mol": 0.0, "homo_energy_ev": -9.2, "species": ["C", "C", "O", "O", "C", "Si", "O", "Si", "C", "B", "O", "O", "H", "H", "H", "H", "H", "H", "H", "H", "H", "H", "H", "H", "H", "C", "O", "C", "C", "O", "C", "H", "H", "H", "H", "H", "H", "H", "H", "H", "H", "C", "O", "C", "C", "O", "C", "H", "H", "H", "H", "H", "H", "H", "H", "H", "H"], "positions_angstrom": [[2.130, -3.744, -0.067], [1.631, -2.382, 0.305], [0.874, -2.131, 1.202], [2.134, -1.404, -0.500], [1.195, -0.413, -0.954], [-0.477, -1.031, -1.576], [-1.690, -0.285, -0.764], [-2.752, -0.975, 0.310], [-4.164, -1.739, -0.624], [-3.828, -3.170, -1.173], [-3.680, -3.414, -2.530], [-3.760, -4.242, -0.295], [2.173, -4.377, 0.816], [1.432, -4.172, -0.790], [3.108, -3.686, -0.541], [1.699, 0.092, -1.782], [1.029, 0.339, -0.176], [-0.616, -0.696, -3.007], [-0.603, -2.506, -1.408], [-2.046, -2.025, 1.087], [-3.225, 0.060, 1.247], [-5.021, -1.782, 0.056], [-4.413, -1.057, -1.442], [-2.859, -3.156, -2.950], [-2.939, -4.332, 0.191], [-2.202, 1.496, 4.346], [-3.526, 1.148, 4.703], [-3.929, 1.636, 5.968], [-4.754, 2.901, 5.862], [-4.020, 3.983, 5.318], [-4.247, 4.194, 3.937], [-2.100, 1.322, 3.275], [-1.987, 2.545, 4.560], [-1.477, 0.867, 4.875], [-3.056, 1.816, 6.605], [-4.539, 0.861, 6.442], [-5.076, 3.194, 6.865], [-5.651, 2.708, 5.262], [-5.215, 4.678, 3.769], [-4.216, 3.257, 3.376], [-3.458, 4.852, 3.577], [7.120, 0.644, -4.560], [6.360, 1.651, -3.917], [5.147, 1.964, -4.574], [3.955, 1.271, -3.947], [4.024, -0.138, -4.059], [4.506, -0.782, -2.890], [7.870, 0.303, -3.849], [6.497, -0.202, -4.858], [7.628, 1.042, -5.445], [5.207, 1.704, -5.637], [5.001, 3.045, -4.498], [3.050, 1.599, -4.467], [3.870, 1.568, -2.894], [3.725, -0.826, -2.127], [5.385, -0.277, -2.484], [4.778, -1.798, -3.170]], "lowdin_charge": [0.03, -0.58, 0.10, -0.10, -0.24, 0.57, -0.41, 0.54, -0.18, -0.74, 0.14, 0.13, 0.09, 0.09, 0.09, 0.07, 0.10, -0.01, 0.01, 0.00, -0.02, 0.08, 0.08, 0.09, 0.09, -0.11, -0.19, -0.21, -0.21, -0.19, -0.11, 0.07, 0.08, 0.09, 0.13, 0.12, 0.12, 0.13, 0.09, 0.08, 0.09, -0.11, -0.19, -0.21, -0.21, -0.19, -0.09, 0.09, 0.08, 0.09, 0.13, 0.13, 0.13, 0.13, 0.06, 0.09, 0.09]}